Computed, not measured: one molecule with the formula C8H6O4 in a non-equilibrium geometry, with ωB97M-V/def2-TZVPD.

Values from the calculation:
* E_HOMO: -9.7 eV
* relative energy (zero: lowest compared OMol25 entry of this formula, charge and spin): 57.41 kcal/mol
* orbital gap: 9.1 eV
* SMILES: O=Cc1cc(O)c(O)c(C=O)c1

```
! wB97M-V def2-TZVPD RIJCOSX def2/J DEFGRID3
* xyz 0 1
C -1.10956 -0.27558 -1.02928
C -0.09768 0.58965 -1.50703
C 0.94443 0.94751 -0.64136
C 1.69949 2.06540 -1.33513
C 1.17984 0.43834 0.57800
C 0.19999 -0.50267 1.02922
C 0.31770 -1.05593 2.38778
C -0.87752 -0.81907 0.19767
H -2.76956 -0.97236 -0.94686
H -0.27408 1.16099 -2.42486
H 1.80026 1.96928 -2.39023
H 2.06862 0.78182 1.08650
H -0.31766 -2.02595 2.49539
H -1.85947 -2.50646 0.94987
O -2.37326 -0.41757 -1.56769
O 2.28568 2.99534 -0.87267
O 1.11048 -0.73630 3.22164
O -1.92770 -1.63641 0.76905
*
```

---

Computed, not measured: a 2-piece molecular cluster, C3H6N2O overall in a non-equilibrium geometry, with ωB97M-V/def2-TZVPD.

Values from the calculation:
* E_HOMO: -9.2 eV
* relative energy (zero: lowest compared OMol25 entry of this formula, charge and spin): 74.18 kcal/mol
* orbital gap: 9.8 eV
* SMILES: CNC=O.C#N

```
! wB97M-V def2-TZVPD RIJCOSX def2/J DEFGRID3
* xyz 0 1
C 1.00860 0.53748 -0.40373
N -0.97889 0.87734 -2.01840
C -1.59841 0.49188 -1.10953
N -0.25757 0.15751 0.37083
C -0.27288 -1.18854 0.82266
O 0.10016 -1.52248 1.91700
H 1.78827 0.40140 0.33209
H 1.20048 -0.09816 -1.28508
H 1.02227 1.56858 -0.79796
H -2.47432 0.20267 -0.56529
H -0.44116 0.77666 1.16185
H -0.67793 -1.91444 0.08749
*
```

---

Computed, not measured: C5H6N as an isolated structure in a non-equilibrium geometry, with ωB97M-V/def2-TZVPD.

Values from the calculation:
* E_HOMO: -15.3 eV
* relative energy (zero: lowest compared OMol25 entry of this formula, charge and spin): 143.48 kcal/mol
* orbital gap: 9.3 eV

```
! wB97M-V def2-TZVPD RIJCOSX def2/J DEFGRID3
* xyz 1 1
C 1.76854 -0.11582 -0.11396
C -1.61414 0.19833 0.20739
C -0.69806 -0.92191 -0.03896
C -0.35123 1.03904 -0.15157
C 2.97660 -0.36426 -0.04280
N 0.44500 0.04137 -0.21306
H 3.35253 0.37650 0.46706
H -2.27554 0.52060 -0.54513
H -2.02785 0.36408 1.10082
H -0.73844 -1.56848 -0.95624
H -0.50079 -1.60980 0.75168
H -0.33661 2.04034 -0.46524
*
```